Record 1
A 5-piece molecular cluster, C53H61F5N4O3P overall in a non-equilibrium geometry. Source: OMol25; level of theory: the ωB97M-V functional and the def2-TZVPD basis.

The maximum force is 3.49 eV/A. The frontier orbital gap comes out at 7.632 eV. For the electronic energy, the calculation gives -90919.7149 eV.

The geometry in ORCA input format:
```
! RIJCOSX wB97M-V def2-TZVPD def2/J DEFGRID3
* xyz 1 1
C -4.375 0.366 -1.114
C -3.845 0.211 -2.599
P -2.019 0.012 -2.826
C -1.460 -0.761 -4.414
C -0.203 -0.018 -4.994
N -1.082 -0.342 -1.395
C 0.034 0.536 -1.435
N -0.063 1.814 -1.116
C -1.317 2.489 -0.709
C -1.441 3.844 -1.516
C -2.203 3.737 -2.893
C -1.161 3.880 -4.052
O -1.837 4.476 -5.186
C -1.277 4.016 -6.415
N 1.389 0.103 -1.734
C 1.701 -0.853 -0.600
C 1.898 -0.085 0.764
C 0.766 0.319 1.621
C 1.176 1.053 2.806
C 2.601 1.269 2.972
N 3.638 0.923 2.183
C 3.290 0.227 1.067
C 0.704 -2.051 -0.578
C 0.697 -2.727 0.869
C 1.354 -3.216 -1.480
C 1.761 -2.785 -2.910
O 0.982 -2.977 -3.832
C 3.129 -2.177 -3.304
C 4.338 -2.482 -2.525
C 5.580 -1.837 -2.933
C 5.687 -0.907 -4.042
C 4.490 -0.623 -4.824
C 3.253 -1.264 -4.424
C -0.727 -1.775 -1.170
C -1.846 -2.586 -0.382
C -3.166 -2.744 -1.230
O -4.244 -2.743 -0.756
F -3.083 -2.944 -2.616
H -4.688 1.429 -0.946
H -3.589 0.042 -0.384
H -5.306 -0.247 -1.003
H -4.361 -0.692 -3.039
H -4.201 1.073 -3.229
H -2.290 -0.622 -5.166
H -1.341 -1.866 -4.295
H 0.150 -0.580 -5.905
H 0.616 0.150 -4.258
H -0.572 0.968 -5.396
H 0.772 2.403 -1.128
H -1.171 2.784 0.373
H -2.220 1.844 -0.731
H -1.873 4.606 -0.817
H -0.382 4.194 -1.703
H -2.855 2.836 -2.964
H -2.873 4.639 -2.962
H -0.337 4.605 -3.788
H -0.681 2.911 -4.356
H -1.766 3.045 -6.732
H -1.441 4.745 -7.249
H -0.175 3.807 -6.369
H 2.047 0.872 -1.587
H 2.700 -1.295 -0.881
H -0.284 0.069 1.359
H 0.445 1.403 3.564
H 2.891 1.817 3.907
H 4.114 -0.072 0.370
H 0.350 -3.796 0.817
H 1.708 -2.719 1.344
H -0.026 -2.221 1.565
H 0.635 -4.077 -1.450
H 2.270 -3.559 -0.925
H 4.270 -3.177 -1.659
H 6.479 -2.061 -2.316
H 6.632 -0.406 -4.341
H 4.448 0.072 -5.688
H 2.335 -1.041 -5.008
H -0.740 -2.265 -2.188
H -2.166 -2.080 0.558
H -1.536 -3.656 -0.220
F -3.150 6.383 -0.939
C -3.911 6.909 0.044
C -4.248 6.125 1.132
C -5.026 6.668 2.146
C -5.466 7.983 2.053
C -5.124 8.758 0.951
C -4.337 8.220 -0.058
H -3.902 5.099 1.183
H -5.290 6.066 3.007
H -6.078 8.404 2.843
H -5.471 9.781 0.878
H -4.053 8.811 -0.920
F 0.477 -1.184 4.166
C 0.890 -1.524 5.406
C 2.114 -1.069 5.861
C 2.535 -1.416 7.139
C 1.733 -2.221 7.939
C 0.507 -2.674 7.466
C 0.080 -2.320 6.193
H 2.729 -0.450 5.220
H 3.488 -1.060 7.510
H 2.064 -2.494 8.934
H -0.116 -3.305 8.089
H -0.876 -2.657 5.811
F -3.723 -0.856 2.286
C -4.445 -1.816 2.912
C -4.403 -1.902 4.291
C -5.147 -2.884 4.932
C -5.913 -3.773 4.186
C -5.941 -3.677 2.800
C -5.207 -2.688 2.157
H -3.793 -1.205 4.854
H -5.129 -2.957 6.013
H -6.489 -4.541 4.688
H -6.535 -4.372 2.219
H -5.220 -2.590 1.079
F 6.471 -4.094 -0.695
C 7.122 -3.666 0.405
C 7.899 -4.557 1.122
C 8.572 -4.113 2.253
C 8.452 -2.788 2.657
C 7.664 -1.905 1.930
C 6.998 -2.344 0.793
H 7.973 -5.587 0.796
H 9.190 -4.799 2.818
H 8.975 -2.444 3.542
H 7.568 -0.874 2.248
H 6.386 -1.668 0.208
*
```

Record 2
C53H65Br16N3OS3 as an isolated structure in a non-equilibrium geometry. Source: OMol25; level of theory: the ωB97M-V functional and the def2-TZVPD basis.

The maximum force is 6.70 eV/A. The frontier orbital gap comes out at 7.100 eV. The value obtained for the energy above the lowest of the compared OMol25 structures with the same formula, charge and spin is 8.676 eV. For the electronic energy, the calculation gives -1215708.6982 eV.

The geometry in ORCA input format:
```
! RIJCOSX wB97M-V def2-TZVPD def2/J DEFGRID3
* xyz 0 1
O -4.534 3.821 3.844
C -4.444 4.623 2.940
C -5.457 4.765 1.763
C -5.395 3.544 0.725
N -5.304 2.283 1.476
C -6.540 1.891 2.112
C -7.832 2.571 1.949
C -9.064 2.141 2.605
C -9.022 0.990 3.498
C -7.767 0.266 3.696
C -6.557 0.706 3.017
S -4.940 -0.158 3.158
C -4.391 -0.081 1.407
C -3.722 -1.217 0.776
C -3.416 -2.518 1.602
C -1.874 -2.416 2.020
C -0.900 -2.619 0.802
S 0.867 -2.887 1.356
C 1.799 -2.619 -0.185
S 3.446 -2.791 -0.192
N 1.054 -2.284 -1.395
C 1.544 -2.980 -2.580
C 2.609 -2.450 -3.448
C 3.001 -3.215 -4.625
C 2.357 -4.488 -4.963
C 1.291 -5.005 -4.100
C 0.889 -4.258 -2.910
C 0.949 -0.852 -1.604
C 1.907 0.142 -1.146
C 1.665 1.672 -1.376
C 0.439 2.141 -2.065
C -0.479 1.103 -2.541
C -0.257 -0.347 -2.317
C -3.357 -1.083 -0.640
C -3.658 0.209 -1.426
C -4.286 1.302 -0.684
C -4.679 1.217 0.727
N -3.312 5.561 2.995
C -2.102 4.956 2.473
C -0.863 5.757 2.607
C 0.435 5.323 2.118
C 0.523 4.020 1.450
C -0.693 3.199 1.337
C -2.000 3.641 1.842
H -5.209 5.736 1.243
H -6.474 4.901 2.210
H -4.477 3.761 0.109
H -6.286 3.610 0.045
H -7.913 3.456 1.266
H -10.002 2.707 2.396
H -9.975 0.672 3.978
H -7.767 -0.624 4.360
H -3.970 -2.523 2.581
H -3.563 -3.450 1.002
H -1.661 -1.391 2.448
H -1.595 -3.152 2.819
H -1.180 -3.548 0.241
H -0.870 -1.699 0.162
H 3.076 -1.465 -3.205
H 3.802 -2.788 -5.282
H 2.653 -5.083 -5.855
H 0.798 -5.965 -4.382
H 0.054 -4.678 -2.292
H 2.831 -0.154 -0.608
H 2.360 2.448 -0.997
H 0.207 3.220 -2.228
H -1.409 1.453 -3.061
H -1.031 -1.070 -2.686
H -2.877 -1.943 -1.153
H -3.376 0.288 -2.493
H -4.475 2.249 -1.242
H -3.131 5.675 4.004
H -0.939 6.762 3.101
H 1.296 6.019 2.266
H 1.513 3.692 1.059
H -0.551 2.218 0.816
H -2.899 2.993 1.747
Br 3.235 1.236 -2.717
C 4.774 2.063 -3.645
C 5.172 1.262 -4.861
Br 6.158 -0.341 -4.352
H 5.573 2.157 -2.911
H 4.435 3.058 -3.936
H 5.856 1.831 -5.492
H 4.323 0.935 -5.459
Br -6.171 -3.315 7.449
C -4.465 -2.388 7.282
C -4.622 -0.907 7.509
Br -5.399 -0.032 5.947
H -4.066 -2.632 6.300
H -3.827 -2.828 8.048
H -3.648 -0.437 7.645
H -5.259 -0.667 8.357
Br -7.979 -0.071 -4.016
C -6.795 -1.541 -4.505
C -6.334 -2.301 -3.285
Br -4.923 -1.316 -2.307
H -5.976 -1.111 -5.078
H -7.392 -2.179 -5.158
H -5.873 -3.247 -3.577
H -7.134 -2.497 -2.573
Br 5.003 2.593 -8.672
C 6.189 1.068 -8.924
C 5.430 -0.145 -9.400
Br 4.452 -0.981 -7.939
H 6.704 0.907 -7.979
H 6.909 1.389 -9.676
H 6.118 -0.911 -9.757
H 4.706 0.079 -10.180
Br 9.427 -0.106 -6.697
C 10.895 -0.596 -5.513
C 10.397 -1.322 -4.290
Br 9.607 -0.088 -3.005
H 11.432 0.321 -5.279
H 11.535 -1.245 -6.110
H 11.226 -1.791 -3.760
H 9.643 -2.073 -4.513
Br 2.811 -2.068 4.948
C 4.045 -3.555 4.702
C 3.332 -4.778 4.184
Br 2.337 -5.672 5.601
H 4.541 -3.717 5.656
H 4.774 -3.201 3.973
H 4.049 -5.518 3.831
H 2.623 -4.557 3.389
Br -1.344 1.415 8.586
C -2.616 2.339 7.431
C -2.250 2.186 5.978
Br -0.771 3.358 5.495
H -2.647 3.375 7.759
H -3.577 1.869 7.634
H -3.078 2.498 5.340
H -1.954 1.174 5.712
Br 7.740 -1.873 2.478
C 9.268 -1.075 1.570
C 9.667 -1.878 0.359
Br 10.646 -3.485 0.866
H 10.064 -0.985 2.307
H 8.936 -0.079 1.276
H 10.357 -1.312 -0.266
H 8.820 -2.199 -0.242
*
```

Record 3
C53H69AsHfN7O2S3Si as an isolated structure in a non-equilibrium geometry. Source: OMol25; level of theory: the ωB97M-V functional and the def2-TZVPD basis.

The maximum force is 4.54 eV/A. The frontier orbital gap comes out at 6.729 eV. The value obtained for the energy above the lowest of the compared OMol25 structures with the same formula, charge and spin is 1.681 eV. For the electronic energy, the calculation gives -173117.2059 eV.

The geometry in ORCA input format:
```
! RIJCOSX wB97M-V def2-TZVPD def2/J DEFGRID3
* xyz 3 1
Hf 0.422 0.482 -0.560
S -1.660 -1.680 0.255
C -1.673 -3.168 -0.522
N -2.711 -3.990 -0.481
C -2.659 -5.231 -1.229
C -1.266 -5.827 -1.112
N -0.311 -4.859 -1.612
C 0.768 -5.289 -2.485
C 2.139 -5.308 -1.846
C 3.224 -4.754 -2.512
C 4.498 -4.854 -1.975
C 4.694 -5.490 -0.760
C 3.616 -6.052 -0.095
C 2.346 -5.966 -0.640
C -0.498 -3.577 -1.320
S 0.551 -2.398 -1.857
C -3.888 -3.713 0.323
C -3.621 -4.180 1.736
C -3.631 -5.537 2.037
C -3.277 -5.977 3.301
C -2.902 -5.065 4.274
C -2.920 -3.711 3.987
C -3.274 -3.267 2.724
H -2.902 -5.033 -2.280
H -3.397 -5.925 -0.836
H -1.203 -6.741 -1.701
H -1.047 -6.072 -0.065
H 0.786 -4.618 -3.350
H 0.531 -6.299 -2.826
H 3.076 -4.279 -3.472
H 5.339 -4.452 -2.518
H 5.684 -5.568 -0.338
H 3.768 -6.596 0.825
H 1.518 -6.448 -0.142
H -4.735 -4.234 -0.119
H -4.082 -2.640 0.305
H -3.941 -6.262 1.299
H -3.295 -7.032 3.525
H -2.619 -5.407 5.258
H -2.673 -2.995 4.757
H -3.303 -2.211 2.506
O -1.605 1.072 -0.849
As -2.411 2.529 -0.547
C -2.359 2.995 1.347
C -2.613 1.957 2.235
C -2.770 2.222 3.586
C -2.698 3.531 4.042
C -2.447 4.566 3.153
C -2.274 4.303 1.802
C -4.332 2.348 -0.840
C -5.243 2.820 0.103
C -6.600 2.777 -0.176
C -7.044 2.273 -1.389
C -6.136 1.820 -2.336
C -4.779 1.867 -2.067
C -1.884 3.801 -1.926
C -1.036 3.347 -2.926
C -0.750 4.148 -4.017
C -1.292 5.422 -4.088
C -2.113 5.887 -3.072
C -2.433 5.074 -1.998
H -2.714 0.945 1.849
H -2.981 1.422 4.282
H -2.862 3.745 5.088
H -2.418 5.584 3.511
H -2.089 5.108 1.099
H -4.893 3.232 1.045
H -7.308 3.139 0.555
H -8.102 2.233 -1.597
H -6.488 1.438 -3.283
H -4.051 1.541 -2.807
H -0.608 2.346 -2.840
H -0.108 3.780 -4.803
H -1.078 6.051 -4.939
H -2.510 6.889 -3.119
H -3.112 5.413 -1.222
C 3.669 -1.223 -1.460
Si 2.830 0.495 -1.712
C 3.930 1.752 -0.671
C 5.421 1.432 -0.801
C 3.531 1.594 0.807
C 3.741 3.210 -1.105
C 2.577 0.710 -3.660
C 1.219 0.108 -4.043
C 2.629 2.170 -4.121
C 3.660 -0.064 -4.418
H 4.662 -1.210 -1.905
H 3.121 -2.031 -1.937
H 3.794 -1.477 -0.410
H 5.669 0.464 -0.377
H 6.002 2.187 -0.277
H 5.736 1.438 -1.840
H 3.734 0.583 1.163
H 2.467 1.815 0.968
H 4.118 2.272 1.425
H 4.312 3.399 -2.006
H 4.106 3.885 -0.333
H 2.700 3.452 -1.303
H 0.380 0.540 -3.471
H 1.224 -0.968 -3.883
H 1.022 0.274 -5.101
H 1.962 2.814 -3.551
H 2.350 2.236 -5.173
H 3.640 2.558 -4.036
H 3.609 -1.128 -4.205
H 4.651 0.300 -4.159
H 3.522 0.069 -5.489
C 0.832 -3.390 4.319
N 0.863 -2.324 3.347
C 0.232 -1.047 3.574
C 0.498 -0.368 2.247
O 0.154 0.770 1.897
N 1.176 -1.192 1.432
C 1.371 -2.351 2.114
N 2.000 -3.388 1.582
H 0.709 -2.954 5.308
H 1.766 -3.953 4.311
H -0.013 -4.060 4.134
H 0.689 -0.509 4.412
H -0.839 -1.155 3.778
H 2.404 -3.317 0.660
H 2.173 -4.228 2.113
S 0.510 3.376 -0.040
C 0.984 4.243 1.354
N 0.745 3.742 2.562
C 1.027 4.466 3.791
C 1.050 5.960 3.492
C 2.008 6.226 2.337
N 1.595 5.410 1.207
H 0.317 2.826 2.612
H 1.993 4.139 4.192
H 0.246 4.234 4.519
H 1.360 6.516 4.372
H 0.047 6.286 3.212
H 3.035 5.968 2.619
H 1.986 7.275 2.040
H 1.763 5.740 0.267
*
```